Entry 1:
112
Properties=species:S:1:pos:R:3 method="wB97M-V/def2-TZVPD" homo_ev=-8.11 total_energy_ha=-3547.0985 homo_lumo_gap_ha=0.289 smiles="O=C(O)CCC[C@@H]1OS(=O)(=O)[C@@H](CCCCO)[C@H](Cl)[C@H]1P(O)(O)=S.CCN(CC)CC.CCN(CC)CC.CCN(CC)CC"
O 4.888 -4.677 -0.237
C 5.272 -3.502 -0.745
O 5.712 -2.473 0.251
C 5.273 -3.075 -2.327
C 4.805 -4.253 -3.366
C 3.602 -3.754 -4.386
C 2.085 -4.209 -3.878
O 1.066 -3.731 -4.824
S 0.821 -2.047 -4.729
O -0.731 -1.851 -4.515
O 1.166 -1.263 -6.020
C 1.604 -1.277 -3.166
C 1.080 0.249 -2.866
C 2.334 1.336 -3.022
C 2.269 2.551 -1.891
C 2.585 2.000 -0.375
O 1.355 2.075 0.445
C 1.325 -2.357 -1.965
Cl 2.114 -1.805 -0.355
C 1.785 -3.891 -2.301
P 0.343 -5.070 -1.728
O -0.053 -4.588 -0.079
O 0.985 -6.689 -1.695
S -1.288 -4.852 -2.770
H 4.927 -2.312 0.868
H 4.578 -2.151 -2.506
H 6.379 -2.744 -2.617
H 4.421 -5.241 -2.828
H 5.770 -4.592 -3.971
H 3.777 -4.368 -5.395
H 3.675 -2.625 -4.687
H 2.085 -5.401 -3.976
H 2.778 -1.210 -3.294
H 0.572 0.401 -1.822
H 0.286 0.585 -3.680
H 2.295 1.790 -4.111
H 3.391 0.845 -2.904
H 1.297 3.200 -1.950
H 3.174 3.276 -2.172
H 3.429 2.693 0.091
H 3.030 0.899 -0.357
H 0.832 1.220 0.388
H 0.152 -2.360 -1.756
H 2.679 -4.146 -1.567
H 0.798 -4.273 0.348
H 0.341 -7.256 -1.156
C 0.361 -0.986 2.875
C 0.674 0.243 3.724
N -0.476 1.129 3.932
C -0.109 2.433 4.493
C 0.485 2.454 5.898
C -1.672 0.515 4.509
C -1.532 -0.165 5.868
H -0.074 -0.702 1.912
H 1.282 -1.543 2.676
H -0.327 -1.668 3.382
H 1.457 0.801 3.195
H 1.110 -0.083 4.674
H -0.982 3.097 4.469
H 0.615 2.902 3.815
H -0.277 2.285 6.661
H 0.920 3.441 6.098
H 1.283 1.718 6.027
H -2.057 -0.226 3.798
H -2.474 1.263 4.573
H -0.639 -0.793 5.935
H -2.398 -0.815 6.044
H -1.510 0.561 6.683
C -5.729 -3.623 8.562
C -5.490 -2.541 7.512
N -6.375 -2.639 6.348
C -5.955 -1.789 5.229
C -5.982 -0.279 5.441
C -7.812 -2.644 6.622
C -8.393 -1.451 7.376
H -5.663 -4.623 8.123
H -4.970 -3.551 9.348
H -6.706 -3.516 9.043
H -4.451 -2.652 7.176
H -5.560 -1.559 7.993
H -6.557 -2.031 4.343
H -4.931 -2.072 4.953
H -7.000 0.114 5.422
H -5.436 0.216 4.629
H -5.506 0.021 6.379
H -8.050 -3.552 7.190
H -8.365 -2.767 5.682
H -7.782 -1.156 8.234
H -9.387 -1.709 7.761
H -8.520 -0.584 6.724
C 3.138 3.338 -7.058
C 1.825 4.047 -6.737
N 1.979 5.215 -5.864
C 0.706 5.712 -5.333
C -0.304 6.272 -6.329
C 2.911 6.247 -6.319
C 2.650 6.886 -7.679
H 3.669 3.056 -6.143
H 2.936 2.422 -7.623
H 3.798 3.959 -7.669
H 1.184 3.312 -6.233
H 1.323 4.307 -7.676
H 0.905 6.474 -4.567
H 0.222 4.892 -4.788
H -0.012 7.260 -6.689
H -1.278 6.389 -5.838
H -0.454 5.613 -7.189
H 3.920 5.816 -6.335
H 2.975 7.042 -5.564
H 2.398 6.151 -8.449
H 3.552 7.411 -8.017
H 1.852 7.629 -7.631

***

Entry 2:
105
Properties=species:S:1:pos:R:3 method="wB97M-V/def2-TZVPD" homo_ev=-16.55 charge=+3 total_energy_ha=-1482.0065 homo_lumo_gap_ha=0.366 e_above_lowest_ev=4.649
B 0.155 0.310 -1.343
H -0.461 0.997 -0.784
H -0.273 -0.680 -1.357
H 0.439 0.712 -2.303
H 1.082 0.314 -0.791
C 1.854 5.632 1.327
C 1.765 6.132 -0.118
N 1.163 5.177 -1.021
C 1.852 4.268 -1.791
C 0.933 3.321 -2.387
N -0.273 3.828 -2.125
C -0.157 4.942 -1.245
C -1.510 3.264 -2.512
H 0.833 5.686 1.703
H 2.471 6.246 1.984
H 2.151 4.583 1.303
H 2.720 6.480 -0.509
H 1.263 7.094 -0.221
H 2.932 4.292 -1.770
H 1.084 2.416 -2.956
H -0.981 5.577 -0.955
H -1.977 2.788 -1.650
H -1.396 2.506 -3.286
H -2.051 4.141 -2.868
C -7.394 -2.007 -1.718
C -6.207 -1.188 -1.724
C -5.212 -1.776 -0.748
N -3.736 -1.324 -0.894
C -3.162 -2.075 -2.113
C -3.489 0.213 -0.871
C -3.084 0.550 0.586
C -3.117 -0.716 1.378
C -2.957 -1.735 0.325
H -8.017 -1.519 -2.467
H -7.880 -2.062 -0.744
H -7.132 -3.048 -1.910
H -6.508 -0.182 -1.431
H -5.766 -1.251 -2.719
H -5.214 -2.864 -0.688
H -5.433 -1.507 0.285
H -3.790 -1.963 -2.997
H -3.183 -3.141 -1.886
H -2.139 -1.723 -2.244
H -2.585 0.338 -1.466
H -4.432 0.695 -1.129
H -2.151 1.114 0.573
H -3.818 1.292 0.901
H -2.398 -0.831 2.189
H -4.017 -0.741 1.993
H -1.917 -1.805 0.007
H -3.438 -2.662 0.637
C 4.171 -1.695 2.991
C 3.708 -0.249 3.371
C 2.441 0.225 2.529
N 1.700 1.476 3.153
C 2.723 2.603 3.289
C 0.963 1.105 4.461
C -0.258 2.017 4.396
C -0.370 2.657 3.009
C 0.598 1.861 2.167
H 3.402 -2.459 2.874
H 4.799 -2.180 3.738
H 4.759 -1.650 2.074
H 4.496 0.502 3.322
H 3.447 -0.370 4.423
H 1.734 -0.601 2.444
H 2.808 0.493 1.538
H 2.213 3.562 3.385
H 3.339 2.585 2.390
H 3.353 2.367 4.147
H 1.761 1.321 5.171
H 0.658 0.059 4.434
H -0.102 2.799 5.139
H -1.169 1.441 4.556
H -0.274 3.739 2.924
H -1.348 2.404 2.600
H 0.875 2.528 1.351
H 0.222 0.922 1.761
C -0.809 -5.163 -0.734
C 0.682 -4.892 -1.063
C 0.856 -3.557 -1.846
N 2.296 -3.039 -1.843
C 3.295 -4.191 -2.214
C 2.644 -2.278 -0.516
C 3.865 -1.511 -1.038
C 3.576 -1.098 -2.449
C 2.395 -1.921 -2.937
H -0.871 -6.245 -0.851
H -1.457 -4.572 -1.381
H -1.098 -4.891 0.281
H 1.078 -5.684 -1.699
H 1.179 -4.923 -0.093
H 0.264 -2.706 -1.508
H 0.769 -3.751 -2.915
H 4.221 -3.734 -2.563
H 2.713 -4.690 -2.989
H 3.339 -4.802 -1.312
H 2.774 -2.887 0.378
H 1.888 -1.528 -0.281
H 4.841 -1.910 -0.761
H 3.796 -0.628 -0.402
H 4.440 -1.191 -3.107
H 3.363 -0.031 -2.510
H 2.427 -2.330 -3.947
H 1.440 -1.419 -2.785

***

Entry 3:
115
Properties=species:S:1:pos:R:3 method="wB97M-V/def2-TZVPD" homo_ev=-4.24 charge=-1 total_energy_ha=-2197.9979 homo_lumo_gap_ha=0.236
C -0.188 -2.516 3.630
C 0.222 -1.726 2.393
C 1.649 -2.127 2.016
N 2.654 -1.384 2.759
C 2.704 0.055 2.556
N 1.982 0.728 3.650
C 2.239 0.561 1.169
O 1.051 0.872 1.004
O 3.158 0.604 0.322
O -0.585 -1.916 1.218
C -1.809 -2.569 1.340
C -2.951 -1.759 1.903
C -4.247 -2.264 1.738
C -5.350 -1.542 2.177
C -5.196 -0.299 2.790
C -3.911 0.193 2.977
C -2.801 -0.531 2.531
H -1.013 -2.080 4.187
H -0.393 -3.564 3.415
H 0.671 -2.510 4.299
H 0.213 -0.670 2.645
H 1.776 -2.128 0.930
H 1.758 -3.174 2.325
H 3.571 -1.767 2.590
H 3.757 0.339 2.617
H 2.191 1.716 3.641
H 2.271 0.319 4.529
H -1.732 -3.543 1.830
H -2.119 -2.797 0.320
H -4.390 -3.223 1.253
H -6.353 -1.922 2.039
H -6.051 0.276 3.113
H -3.740 1.138 3.460
H -1.826 -0.088 2.665
C 6.493 -4.671 0.853
C 5.412 -3.919 1.608
O 5.958 -2.883 2.420
H 7.214 -5.103 1.550
H 6.065 -5.473 0.249
H 7.041 -3.996 0.190
H 4.879 -4.589 2.280
H 4.687 -3.489 0.909
H 6.414 -2.265 1.839
C 3.725 1.866 -2.564
C 5.137 1.409 -2.855
O 5.840 2.323 -3.713
H 3.165 1.982 -3.497
H 3.210 1.155 -1.915
H 3.731 2.835 -2.062
H 5.132 0.449 -3.370
H 5.693 1.294 -1.920
H 5.855 3.176 -3.269
C -2.924 -7.064 -1.176
C -4.025 -6.138 -0.691
O -3.493 -4.949 -0.107
H -2.264 -7.339 -0.352
H -3.340 -7.976 -1.608
H -2.312 -6.570 -1.933
H -4.622 -6.630 0.077
H -4.689 -5.864 -1.518
H -2.972 -4.496 -0.779
C -7.426 -3.236 -0.753
C -7.847 -4.129 0.399
O -7.261 -5.425 0.305
H -7.708 -3.689 -1.705
H -7.892 -2.253 -0.680
H -6.342 -3.102 -0.758
H -8.926 -4.277 0.398
H -7.566 -3.673 1.354
H -6.306 -5.307 0.313
C 3.798 6.073 -5.449
C 4.000 6.307 -3.964
O 4.947 5.390 -3.427
H 3.459 5.051 -5.618
H 3.063 6.762 -5.867
H 4.735 6.199 -5.996
H 3.065 6.156 -3.425
H 4.344 7.331 -3.773
H 5.779 5.525 -3.890
C -4.234 4.073 6.544
C -4.984 3.580 5.320
O -4.723 2.204 5.060
H -3.162 3.927 6.414
H -4.426 5.132 6.722
H -4.536 3.513 7.433
H -4.668 4.126 4.433
H -6.063 3.729 5.448
H -5.010 1.700 5.828
C 3.589 3.291 -8.505
C 2.717 4.512 -8.731
O 3.486 5.713 -8.764
H 4.144 3.386 -7.572
H 2.987 2.382 -8.462
H 4.318 3.184 -9.312
H 2.003 4.626 -7.916
H 2.154 4.415 -9.666
H 4.118 5.639 -9.485
C 2.482 9.154 -1.604
C 2.446 9.799 -2.978
O 1.503 10.869 -3.021
H 1.494 8.782 -1.334
H 3.189 8.324 -1.573
H 2.775 9.886 -0.847
H 2.136 9.076 -3.731
H 3.437 10.176 -3.255
H 1.771 11.519 -2.364
C -2.980 -7.314 3.291
C -1.898 -6.251 3.362
O -1.151 -6.178 2.153
H -2.540 -8.290 3.080
H -3.536 -7.373 4.228
H -3.685 -7.090 2.486
H -1.185 -6.481 4.153
H -2.340 -5.271 3.576
H -1.768 -5.950 1.447

***

Entry 4:
124
Properties=species:S:1:pos:R:3 method="wB97M-V/def2-TZVPD" homo_ev=-8.94 total_energy_ha=-37742.3181 homo_lumo_gap_ha=0.337 smiles=COC[C@H](C)N.COC[C@H](C)N.COC[C@H](C)N.COC[C@H](C)N.BrCCBr.BrCCBr.BrCCBr.BrCCBr.BrCCBr.BrCCBr.BrCCBr
C 2.166 1.008 -4.321
O 1.414 1.846 -3.484
C 0.782 2.925 -4.165
C -0.678 2.663 -4.417
C -1.131 3.616 -5.488
N -1.508 2.880 -3.217
H 3.083 1.548 -4.597
H 1.606 0.692 -5.195
H 2.487 0.106 -3.790
H 0.982 3.790 -3.617
H 1.266 3.085 -5.109
H -0.807 1.647 -4.705
H -1.085 4.578 -5.059
H -2.167 3.427 -5.835
H -0.455 3.574 -6.410
H -1.340 2.231 -2.489
H -2.394 2.523 -3.520
C -1.807 -3.003 0.377
O -1.324 -1.847 -0.314
C 0.043 -1.621 0.052
C 0.658 -0.410 -0.661
C 0.077 0.935 -0.219
N 0.349 -0.663 -2.089
H -1.357 -3.882 0.013
H -2.853 -3.144 0.148
H -1.656 -3.067 1.430
H 0.139 -1.595 1.129
H 0.544 -2.440 -0.346
H 1.742 -0.304 -0.522
H 0.257 1.030 0.870
H -1.047 0.988 -0.309
H 0.528 1.711 -0.822
H 0.497 0.137 -2.668
H -0.626 -0.826 -2.131
C 5.043 0.855 -0.287
O 5.217 2.056 -0.905
C 4.071 2.717 -1.347
C 3.255 3.459 -0.241
C 2.151 4.285 -0.838
N 4.120 4.389 0.490
H 4.676 0.033 -0.963
H 4.481 1.055 0.655
H 6.030 0.583 0.086
H 4.428 3.466 -2.115
H 3.322 2.007 -1.896
H 2.737 2.804 0.461
H 2.613 5.086 -1.390
H 1.580 4.815 -0.006
H 1.408 3.743 -1.485
H 4.445 5.142 -0.116
H 5.077 3.982 0.502
C 2.599 0.089 4.232
O 2.235 1.390 4.652
C 1.926 2.144 3.484
C 1.439 3.591 3.826
C 0.077 3.546 4.445
N 1.356 4.374 2.630
H 1.707 -0.509 4.038
H 3.067 -0.467 5.047
H 3.266 0.099 3.327
H 2.797 2.233 2.813
H 1.171 1.659 2.875
H 2.193 3.854 4.602
H -0.637 3.299 3.694
H -0.229 4.456 4.976
H 0.040 2.724 5.105
H 2.285 4.584 2.201
H 0.780 5.180 2.792
Br -3.962 -6.199 -2.731
C -5.363 -6.556 -1.436
C -5.163 -7.877 -0.736
Br -3.480 -7.876 0.191
H -6.334 -6.599 -1.956
H -5.288 -5.769 -0.724
H -5.071 -8.732 -1.369
H -5.909 -8.032 -0.032
Br -2.468 0.814 4.174
C -2.928 0.045 2.516
C -4.290 -0.619 2.705
Br -5.759 0.590 2.776
H -2.241 -0.786 2.396
H -2.910 0.840 1.794
H -4.299 -1.220 3.608
H -4.494 -1.207 1.814
Br 3.277 -3.390 -1.999
C 2.143 -3.554 -3.537
C 1.071 -4.488 -3.064
Br -0.248 -4.736 -4.504
H 2.728 -3.974 -4.311
H 1.691 -2.623 -3.928
H 0.563 -4.010 -2.214
H 1.436 -5.438 -2.709
Br -0.526 6.358 -1.702
C -2.182 5.405 -1.192
C -1.722 4.277 -0.264
Br -3.241 3.056 -0.114
H -2.407 5.025 -2.176
H -2.852 6.160 -0.836
H -1.355 4.754 0.664
H -1.002 3.648 -0.797
Br -6.205 -2.077 -0.424
C -5.049 -1.634 -1.931
C -4.325 -0.352 -1.626
Br -3.405 -0.001 -3.409
H -5.581 -1.549 -2.876
H -4.256 -2.345 -2.020
H -3.593 -0.454 -0.832
H -4.999 0.502 -1.590
Br 1.453 -4.739 1.357
C 2.747 -3.350 1.711
C 4.155 -3.834 1.587
Br 5.234 -2.227 1.791
H 2.626 -2.918 2.709
H 2.582 -2.625 0.912
H 4.353 -4.272 0.637
H 4.438 -4.567 2.407
Br -1.841 -3.868 4.198
C -1.078 -2.915 5.703
C -0.172 -3.866 6.462
Br 1.496 -4.037 5.670
H -1.942 -2.606 6.218
H -0.518 -2.074 5.370
H -0.536 -4.892 6.358
H -0.107 -3.452 7.450